1.
{
  "formula": "C38H22BrF15GeInN6OS",
  "method": "ωB97M-V/def2-TZVPD",
  "charge": 1,
  "symbols": ["In", "Br", "C", "C", "C", "C", "C", "C", "N", "N", "C", "C", "C", "C", "O", "C", "N", "C", "C", "C", "C", "H", "H", "H", "H", "H", "H", "H", "H", "H", "F", "C", "C", "C", "F", "C", "F", "C", "F", "C", "F", "Ge", "S", "C", "C", "F", "C", "F", "C", "F", "C", "F", "C", "F", "C", "C", "F", "C", "F", "C", "F", "C", "F", "C", "F", "C", "N", "C", "C", "N", "N", "C", "C", "H", "H", "H", "H", "H", "H", "H", "H", "H", "H", "H", "H", "H"],
  "xyz": [[-0.1911, 2.2875, -0.1534], [1.6923, -9.6695, 5.7551], [1.1817, -8.0000, 5.0367], [0.1452, -7.2946, 5.6252], [-0.2267, -6.0745, 5.0845], [0.4406, -5.5722, 3.9764], [1.4789, -6.2899, 3.3889], [1.8518, -7.5089, 3.9220], [-0.0354, -4.3200, 3.4842], [0.6738, -3.8007, 2.6132], [0.1050, -2.6532, 1.9937], [-1.2462, -2.5005, 1.8127], [-1.7765, -1.3990, 1.1077], [-0.9431, -0.4470, 0.5760], [-1.3745, 0.5840, -0.1503], [0.4573, -0.5906, 0.7712], [1.2263, 0.3963, 0.2492], [2.5360, 0.2945, 0.3287], [3.1707, -0.7986, 0.9373], [2.4082, -1.7828, 1.5110], [0.9996, -1.6975, 1.4461], [-0.3677, -7.6991, 6.4859], [-1.0324, -5.4954, 5.5157], [1.9829, -5.8910, 2.5202], [2.6541, -8.0820, 3.4795], [-1.9039, -3.2592, 2.2152], [-2.8430, -1.2926, 0.9550], [3.1133, 1.0906, -0.1295], [4.2498, -0.8564, 0.9380], [2.8658, -2.6347, 1.9951], [-2.7497, -1.1752, -2.5855], [-1.4999, -1.6068, -2.3836], [-0.4113, -0.8072, -2.6830], [0.8389, -1.3446, -2.4266], [1.9401, -0.6383, -2.7241], [1.0188, -2.5985, -1.8751], [2.2383, -3.0664, -1.6147], [-0.0946, -3.3635, -1.5696], [0.0509, -4.5568, -1.0122], [-1.3606, -2.8695, -1.8339], [-2.4301, -3.5989, -1.5325], [-0.5173, 1.0087, -3.3946], [0.7377, 2.4869, -2.3368], [-2.3990, 1.5657, -3.4772], [-3.1778, 1.1876, -4.5578], [-2.6587, 0.4067, -5.5130], [-4.5043, 1.5555, -4.7006], [-5.2068, 1.1671, -5.7552], [-5.1006, 2.3296, -3.7204], [-6.3677, 2.6913, -3.8323], [-4.3628, 2.7180, -2.6147], [-4.9259, 3.4550, -1.6606], [-3.0420, 2.3292, -2.5177], [-2.4019, 2.7573, -1.3907], [0.1672, 1.0368, -5.2221], [-0.0152, 2.2058, -5.9444], [-0.6285, 3.2503, -5.3651], [0.3896, 2.3523, -7.2562], [0.1912, 3.4905, -7.9114], [1.0067, 1.2846, -7.8878], [1.4042, 1.3977, -9.1442], [1.2045, 0.0978, -7.2021], [1.7915, -0.9261, -7.8102], [0.7844, -0.0097, -5.8866], [0.9920, -1.1864, -5.2866], [1.0792, 1.6303, 3.1864], [1.1861, 3.0490, 3.4776], [2.4129, 3.4114, 4.1895], [0.5721, 3.9456, 2.6820], [-0.0027, 3.6190, 1.5266], [0.5216, 5.2243, 3.1296], [0.2786, 5.5187, 4.5419], [0.1570, 6.3006, 2.2192], [1.3529, 1.0724, 4.0800], [1.7483, 1.3402, 2.3812], [0.0554, 1.3716, 2.9190], [3.2577, 2.8786, 3.7483], [2.3409, 3.1379, 5.2420], [2.6021, 4.4764, 4.1107], [-0.6000, 4.3804, 1.2255], [0.3001, 4.6069, 5.1291], [-0.7068, 5.9757, 4.6507], [1.0272, 6.2107, 4.9276], [0.6140, 6.1463, 1.2436], [0.5371, 7.2367, 2.6227], [-0.9281, 6.3981, 2.1043]],
  "atomic_forces_ev_per_a": [[1.0, -1.7, -0.2], [0.0, 0.0, 0.0], [0.0, 0.0, 0.0], [0.0, 0.0, 0.0], [0.0, 0.0, 0.0], [0.0, 0.2, 0.1], [0.0, 0.0, 0.0], [0.0, 0.0, 0.0], [-0.2, -0.2, -0.1], [0.1, 0.1, -0.2], [0.0, -0.2, 0.1], [-0.1, 0.2, 0.0], [0.0, -0.2, 0.1], [-0.1, 0.2, 0.0], [-0.4, 0.5, 0.5], [0.1, 0.0, 0.0], [0.2, 0.4, 0.4], [0.0, 0.0, -0.3], [0.0, -0.1, 0.0], [0.0, 0.0, 0.0], [0.1, -0.1, 0.0], [0.0, 0.0, 0.0], [0.0, 0.0, 0.0], [0.0, 0.0, 0.0], [0.0, 0.0, 0.0], [0.0, 0.0, 0.0], [0.0, -0.1, 0.0], [0.0, 0.0, 0.0], [0.0, 0.0, 0.0], [0.0, 0.0, 0.0], [0.0, 0.0, 0.0], [-0.1, 0.0, 0.1], [0.2, 0.0, 0.0], [0.1, -0.1, 0.0], [0.0, 0.1, 0.1], [0.0, 0.0, 0.0], [0.0, 0.0, 0.0], [0.0, 0.0, 0.0], [0.0, 0.0, 0.0], [0.0, 0.0, 0.0], [0.0, 0.0, 0.0], [-0.3, -0.3, -0.2], [0.0, 0.6, 0.1], [0.0, 0.2, 0.3], [-0.1, -0.1, 0.0], [0.0, 0.0, 0.0], [0.0, 0.0, 0.0], [0.0, 0.0, 0.0], [0.0, 0.0, 0.0], [0.0, 0.0, 0.0], [0.0, 0.0, 0.0], [0.0, 0.0, 0.0], [0.0, 0.0, -0.1], [0.0, 0.1, 0.0], [0.0, 0.2, 0.0], [0.0, 0.0, -0.1], [0.0, 0.0, 0.0], [0.0, 0.0, 0.0], [0.0, 0.0, 0.0], [0.0, 0.0, 0.0], [0.0, 0.0, 0.0], [0.0, 0.1, 0.0], [0.0, 0.0, 0.0], [0.0, 0.0, -0.1], [0.0, 0.0, 0.0], [-0.2, -0.1, 0.1], [0.2, 0.0, -0.5], [0.0, 0.1, 0.1], [0.0, 0.0, 0.4], [-0.5, 0.0, -0.7], [-0.2, 0.0, -0.2], [0.1, 0.0, 0.1], [0.0, 0.0, 0.0], [-0.1, 0.0, 0.0], [0.1, 0.0, 0.0], [0.0, 0.0, 0.0], [0.0, 0.0, 0.0], [0.0, 0.0, 0.0], [0.0, 0.0, 0.0], [0.0, 0.1, 0.2], [0.0, 0.0, 0.0], [0.0, 0.0, 0.0], [0.0, 0.0, 0.0], [0.0, 0.0, 0.0], [0.0, 0.0, 0.0], [0.0, 0.0, 0.0]]
}

2.
{
  "formula": "C38H26AgBr2F2N5O",
  "method": "ωB97M-V/def2-TZVPD",
  "charge": -2,
  "symbols": ["Ag", "Br", "C", "C", "C", "C", "C", "C", "N", "N", "C", "C", "C", "C", "O", "C", "N", "C", "C", "C", "C", "H", "H", "H", "H", "H", "H", "H", "H", "H", "F", "C", "C", "C", "C", "C", "F", "C", "C", "C", "C", "C", "C", "N", "H", "H", "H", "H", "H", "H", "N", "C", "C", "C", "C", "C", "C", "H", "H", "H", "H", "H", "H", "H", "Br", "C", "C", "C", "C", "C", "C", "H", "H", "H", "H"],
  "xyz": [[0.9185, -0.4255, 0.8327], [-6.2485, -4.2779, -3.7697], [-5.9431, -2.4367, -3.3520], [-6.9451, -1.7031, -2.7420], [-6.7449, -0.3602, -2.4866], [-5.5441, 0.2889, -2.8360], [-4.5270, -0.5128, -3.4078], [-4.7297, -1.8505, -3.6774], [-5.5028, 1.6596, -2.7675], [-4.4310, 2.3685, -2.6909], [-3.2920, 2.0083, -2.0696], [-2.1361, 2.7141, -2.5012], [-0.8703, 2.3391, -2.1688], [-0.6233, 1.2205, -1.3090], [0.5144, 0.7597, -1.1217], [-1.8012, 0.6591, -0.6296], [-1.5473, -0.1789, 0.3863], [-2.5502, -0.6853, 1.0701], [-3.8765, -0.3336, 0.8218], [-4.1553, 0.5367, -0.2086], [-3.1125, 1.0332, -1.0045], [-7.8793, -2.1784, -2.4726], [-7.5202, 0.2196, -2.0001], [-3.5771, -0.0609, -3.6583], [-3.9402, -2.4389, -4.1257], [-2.2996, 3.5235, -3.2038], [-0.0096, 2.8472, -2.5864], [-2.2833, -1.3782, 1.8630], [-4.6694, -0.7228, 1.4476], [-5.1724, 0.8488, -0.3946], [1.1871, 4.3449, 3.8924], [1.7954, 3.1651, 3.5680], [1.2499, 2.3467, 2.6052], [1.8513, 1.1322, 2.2339], [3.0519, 0.7975, 2.9223], [3.5561, 1.6542, 3.8964], [4.7330, 1.3762, 4.5413], [2.9610, 2.8504, 4.2373], [3.7723, -0.4656, 2.6115], [4.3161, -1.2665, 3.6212], [5.0071, -2.4167, 3.2927], [5.1445, -2.7528, 1.9540], [4.5443, -1.9268, 1.0205], [3.8768, -0.8201, 1.3245], [0.3253, 2.6674, 2.1328], [3.4008, 3.5077, 4.9741], [4.1724, -1.0004, 4.6585], [5.4238, -3.0484, 4.0683], [5.6905, -3.6347, 1.6437], [4.6042, -2.1696, -0.0372], [3.5729, 1.1811, -1.0657], [3.1356, 1.8465, -2.1901], [2.8488, 1.1584, -3.3758], [2.4923, 1.8404, -4.5236], [2.4214, 3.2292, -4.5352], [2.7055, 3.9211, -3.3650], [3.0582, 3.2443, -2.2097], [3.3908, 1.6501, -0.1886], [3.2903, 0.2158, -0.9874], [2.8706, 0.0746, -3.3673], [2.2566, 1.2802, -5.4212], [2.1161, 3.7589, -5.4293], [2.6437, 5.0034, -3.3473], [3.2517, 3.7915, -1.2936], [-0.9885, -5.8372, 4.7987], [-0.3676, -4.4233, 3.6359], [-0.6036, -4.5098, 2.2787], [-0.1357, -3.4820, 1.4602], [0.5788, -2.3642, 1.9284], [0.7597, -2.3488, 3.3225], [0.3023, -3.3464, 4.1815], [-1.1486, -5.3508, 1.8651], [-0.3558, -3.5658, 0.3982], [1.2840, -1.5115, 3.7798], [0.4559, -3.2796, 5.2526]],
  "atomic_forces_ev_per_a": [[0.3, -0.4, 1.0], [0.0, 0.1, 0.0], [0.0, -0.1, -0.1], [0.0, -0.1, 0.0], [0.2, 0.2, 0.1], [0.2, -0.7, 0.1], [-0.1, 0.3, 0.1], [-0.1, -0.1, 0.0], [-0.1, 0.7, -0.1], [-0.1, 0.0, 0.0], [0.0, -0.2, 0.1], [0.1, -0.1, 0.1], [0.0, 0.3, -0.3], [0.6, -0.1, -0.1], [-0.4, 0.2, -0.3], [-0.6, -0.1, 0.2], [-0.2, 0.2, -0.3], [0.1, -0.1, 0.1], [-0.1, 0.2, -0.1], [0.0, -0.2, 0.1], [0.2, 0.0, -0.1], [0.0, 0.0, 0.0], [0.0, 0.0, -0.1], [0.0, 0.0, 0.0], [0.0, 0.0, 0.0], [0.0, 0.0, 0.0], [0.0, 0.0, 0.0], [0.0, 0.0, 0.0], [0.0, 0.0, 0.0], [0.0, 0.0, 0.0], [0.0, 0.0, 0.0], [0.1, -0.1, 0.0], [-0.1, 0.0, -0.1], [0.4, -0.1, 0.0], [-0.2, 0.1, 0.0], [-0.1, 0.0, -0.2], [0.0, 0.0, 0.0], [0.0, 0.1, 0.1], [0.1, -0.1, -0.1], [0.0, -0.1, 0.1], [0.0, 0.1, -0.1], [0.0, -0.1, 0.1], [0.0, 0.0, 0.0], [0.2, 0.2, 0.1], [0.0, 0.0, 0.0], [0.0, 0.0, 0.0], [0.0, 0.1, 0.0], [0.0, 0.0, 0.0], [0.0, 0.0, 0.0], [0.0, 0.0, 0.0], [0.0, 0.1, -0.1], [0.2, 0.1, 0.0], [0.0, -0.1, 0.0], [0.0, 0.0, 0.0], [-0.1, 0.1, -0.1], [0.0, 0.0, 0.0], [-0.1, 0.0, 0.1], [-0.1, -0.1, 0.0], [-0.1, 0.0, 0.1], [0.0, 0.0, 0.0], [0.0, 0.0, 0.0], [0.0, 0.0, 0.0], [0.0, 0.0, 0.0], [0.0, 0.0, 0.0], [0.0, 0.1, -0.1], [-0.1, -0.2, 0.1], [0.0, 0.0, 0.0], [0.1, 0.0, 0.0], [-0.1, 0.0, -0.2], [0.1, 0.0, 0.0], [0.0, 0.0, 0.0], [0.0, 0.0, 0.0], [0.0, 0.0, 0.0], [0.0, 0.0, 0.0], [0.0, 0.0, 0.0]]
}

| no. | total energy (eV) | HOMO energy (Ha) | Kohn-Sham gap (Ha) |
| --- | --- | --- | --- |
| 1 | -234074.25229 | -0.3787 | 0.2535 |
| 2 | -198844.17895 | -0.0469 | 0.1861 |